1 | Entry from OMol25: a 13-piece molecular cluster, H26O13 overall (ωB97M-V with the def2-TZVPD basis set).

For the HOMO-LUMO gap, the calculation gives 9.57 eV.

Last column: Löwdin charge in e.
Cartesian coordinates (Å):
O: 3.92 -0.96 1.03  -0.0100
H: 3.75 -0.46 0.23  0.0079
H: 3.92 -1.88 1.00  0.0129
O: -1.06 -2.71 2.85  0.1049
H: -0.30 -3.05 3.06  -0.0206
H: -1.17 -1.96 3.25  -0.0618
O: 0.84 0.14 2.01  -0.0865
H: 0.88 -0.62 1.24  0.1356
H: 0.00 -0.08 2.28  -0.0394
O: -0.25 -0.37 -0.39  -0.0942
H: 0.19 0.48 -0.05  0.0352
H: -0.07 -0.37 -1.37  0.0541
O: -2.68 -0.45 2.17  -0.0511
H: -3.31 0.06 2.68  0.0658
H: -2.60 -1.40 2.52  0.0908
O: 3.39 0.89 -2.37  0.0340
H: 3.53 0.01 -2.06  0.0201
H: 2.62 0.76 -2.81  -0.0254
O: -2.72 -3.54 -0.59  -0.0958
H: -3.10 -2.60 -0.89  0.0648
H: -2.25 -3.29 0.14  -0.0696
O: -1.49 2.13 0.40  -0.1141
H: -0.72 2.78 0.27  0.0266
H: -1.79 1.80 1.27  0.0323
O: -0.91 2.02 -2.14  -0.0735
H: -0.33 1.84 -1.44  -0.0689
H: -1.41 2.87 -2.26  0.0802
O: 0.77 3.37 -0.38  -0.1255
H: 1.22 4.25 -0.29  0.0866
H: 1.31 2.87 0.39  0.1117
O: 0.18 -1.27 -3.74  0.0112
H: 0.54 -2.00 -4.06  -0.0433
H: 1.00 -0.69 -3.70  0.0576
O: 2.76 1.49 0.94  -0.0928
H: 3.15 1.08 0.11  0.0426
H: 2.41 0.87 1.61  0.0078
O: -3.53 -0.96 -0.29  -0.0842
H: -3.78 -0.51 -1.06  0.0282
H: -2.94 -0.52 0.42  0.0460

=====

2 | Entry from OMol25: a 13-piece molecular cluster, H26O13 overall (ωB97M-V with the def2-TZVPD basis set).

For the HOMO-LUMO gap, the calculation gives 10.07 eV.

Last column: Löwdin charge in e.
Cartesian coordinates (Å):
H: -0.31 -1.32 -0.96  -0.0365
H: -1.32 -0.66 -0.06  0.0373
H: -2.03 -1.18 3.53  -0.0055
H: -1.12 -0.14 4.15  0.0749
H: 1.31 -0.84 0.95  -0.0636
H: 2.51 -1.71 0.99  0.0467
H: -1.91 3.22 -1.62  0.0588
H: -1.16 2.22 -2.32  -0.0126
H: -3.19 -1.84 -2.99  0.0066
H: -2.88 -1.39 -1.58  0.0220
H: 3.65 -0.56 -1.50  0.0123
H: 4.82 -0.36 -0.81  -0.0197
H: 2.41 3.45 0.44  0.1069
H: 2.05 2.24 -0.49  0.0093
H: -2.91 -2.12 2.40  -0.0504
H: -1.74 -2.23 1.42  0.0410
H: 0.90 -1.02 -2.75  0.1025
H: 2.07 -0.05 -3.26  0.0320
H: -3.72 2.97 0.66  0.0036
H: -3.09 1.74 0.18  0.0110
H: -0.63 2.47 1.31  0.0791
H: -1.03 3.88 1.27  0.0072
H: -0.60 -4.11 -1.47  0.0988
H: 0.24 -3.87 -0.26  0.0168
H: 2.80 0.67 1.18  -0.0238
H: 3.96 0.00 1.95  0.0964
O: -0.53 -0.47 -0.62  -0.0558
O: -1.13 -1.09 3.84  -0.0564
O: 1.76 -1.38 1.49  0.0024
O: -2.05 2.46 -2.26  -0.0493
O: -2.73 -1.19 -2.50  -0.0236
O: 4.51 -0.99 -1.39  -0.0312
O: 2.82 2.61 -0.04  -0.1047
O: -2.69 -2.33 1.56  0.0043
O: 1.55 -0.26 -2.50  -0.0856
O: -3.89 2.24 0.09  -0.0220
O: -0.21 3.41 1.28  -0.0660
O: -0.08 -3.39 -0.99  -0.0427
O: 3.57 0.93 1.68  -0.1202

=====

3 | Entry from OMol25: a 13-piece molecular cluster, H26O13 overall (ωB97M-V with the def2-TZVPD basis set).

For the HOMO-LUMO gap, the calculation gives 7.28 eV.

Last column: Löwdin charge in e.
Cartesian coordinates (Å):
H: -0.17 -0.61 -1.58  0.0871
H: -0.49 -0.13 -0.20  -0.0120
H: 0.77 -4.15 -0.09  -0.0167
H: -0.68 -4.11 -0.12  0.0514
H: 1.65 3.49 -1.31  -0.0471
H: 3.11 3.34 -1.10  0.0859
H: 0.47 1.66 -0.57  0.0213
H: -0.35 2.79 -0.70  -0.0146
H: -1.81 0.26 3.86  0.0125
H: -0.75 1.41 3.66  0.0781
H: -3.15 0.34 2.33  0.0346
H: -3.17 1.88 2.60  0.0974
H: 2.52 0.69 2.83  -0.0463
H: 3.29 1.34 3.89  0.0766
H: 3.19 -0.02 0.15  0.0334
H: 3.41 -0.05 1.58  -0.0416
H: -1.45 -2.88 -1.33  0.0343
H: -1.48 -2.02 -0.20  -0.0491
H: -1.99 2.11 -3.66  0.0515
H: -1.87 1.37 -5.06  -0.0345
H: 1.65 -0.61 0.90  0.0395
H: 1.67 0.26 -0.41  0.0848
H: -1.03 -0.17 -4.29  0.0568
H: 0.04 -1.08 -4.31  0.0063
H: -1.68 -2.89 1.41  0.0379
H: -0.52 -3.68 2.12  0.0911
O: -1.00 -0.39 -0.98  -0.1499
O: 0.13 -3.93 -0.68  -0.0344
O: 2.27 3.74 -0.71  -0.0261
O: -0.46 1.94 -0.44  -0.0126
O: -1.64 1.05 3.42  -0.0836
O: -2.89 1.18 1.90  -0.1404
O: 2.39 1.35 3.46  -0.0231
O: 3.81 -0.37 0.82  -0.0095
O: -1.95 -2.11 -0.99  -0.0801
O: -2.03 2.15 -4.62  -0.0165
O: 1.17 0.04 0.41  -0.0405
O: -0.22 -0.39 -3.76  -0.0223
O: -0.77 -2.78 1.74  -0.0795

=====

Question: of the structures shown, which is the most stable? Reply: 2.